# 1
Computed, not measured: one molecule with the formula C8H10N2O3 at a distorted geometry, with ωB97M-V with the def2-TZVPD basis set.

```
23
Properties=species:S:1:pos:R:3:forces:R:3
C 1.41321 -0.42692 0.56638 1.4 -0.6 1.6
C -2.14588 0.86874 0.33680 0.9 0.5 -0.3
C -0.54390 -1.63466 -0.36913 -2.2 -1.6 -0.2
C 1.77029 -1.19247 1.61400 -0.3 -0.7 -0.3
C 1.96849 0.92044 0.31483 -2.0 0.6 -0.9
C -2.22840 0.06651 -0.97935 -0.3 -0.3 0.9
C 1.52862 1.22752 -1.10804 0.8 1.0 -0.9
C 0.48585 -0.60791 -0.46725 -2.2 1.1 0.7
N -1.75047 -1.29705 -0.82546 -2.4 -0.9 -1.2
N -1.13064 0.49891 1.05526 2.5 -2.1 -0.6
O -2.93625 1.75082 0.61059 -1.4 0.9 -0.4
O -0.39533 -2.73253 0.12662 1.5 -0.5 0.3
O 0.51651 0.26201 -1.44578 -0.2 -1.3 1.0
H 1.44819 -2.17887 1.95046 -0.6 0.2 -1.0
H 2.50451 -0.85736 2.30907 0.6 0.8 0.2
H 1.57595 1.64727 0.98385 -0.4 0.5 0.7
H 2.97434 0.86676 0.40332 3.3 0.3 0.2
H -3.24552 -0.02724 -1.12199 -2.5 -0.3 -0.2
H -1.98616 0.60932 -1.87918 1.1 0.2 -0.1
H 1.17194 2.24571 -1.35173 -0.3 -0.6 0.6
H 2.28811 1.03540 -1.84784 0.7 0.0 -0.1
H -2.51593 -2.07250 -0.70321 2.3 2.1 -0.1
H -0.76753 1.02813 1.82776 -0.4 0.5 0.3
```
Forces are in eV/Å.

net charge	0
HOMO-LUMO gap (alpha / beta)	0.2383 / 0.2383	hartree
E_LUMO (alpha / beta)	-1.738 / -1.738	eV
DFT total energy	-645.94697	Eh
energy above the lowest of the compared OMol25 structures with the same formula, charge and spin	429.6	kJ/mol
spin multiplicity	1

natural (NBO) population analysis, charges in e, atoms 1 to 8: number 1, C, carries -0.128; number 2, C, carries 0.604; number 3, C, carries 0.585; number 4, C, carries -0.227; number 5, C, carries -0.458; number 6, C, carries -0.338; number 7, C, carries -0.074; number 8, C, carries 0.536

***

# 2
Computed, not measured: one molecule with the formula C5H7NO at a distorted geometry, with ωB97M-V with the def2-TZVPD basis set.

```
14
Properties=species:S:1:pos:R:3:forces:R:3
C -1.00992 0.69504 -0.37859 2.1 -0.1 -1.3
C -0.45638 -1.41571 0.91708 0.2 -0.1 0.1
C -0.06237 -0.02237 0.46738 0.6 -0.2 2.0
C 0.39466 0.18002 -1.27994 -2.7 0.8 -0.4
N 1.35748 0.93725 -1.62601 0.8 0.0 0.4
C 0.83934 0.67399 1.34381 -0.8 -0.5 -1.0
O 1.84897 1.26405 1.35306 0.1 0.0 0.1
H 1.56858 1.68248 -0.96716 -0.3 0.3 -0.2
H -1.95967 0.20158 -0.56364 0.1 0.1 -0.1
H -0.96748 1.77454 -0.43587 -0.2 0.0 0.2
H 0.13625 -0.64764 -1.93571 0.2 -0.4 0.5
H -1.37675 -1.37557 1.49949 -0.1 0.0 0.0
H -0.62494 -2.07358 0.06541 0.0 0.1 -0.1
H 0.31223 -1.87408 1.54069 0.0 0.1 -0.1
```
Forces are in eV/Å.

net charge	0
HOMO-LUMO gap (alpha / beta)	0.2745 / 0.2683	hartree
E_LUMO (alpha / beta)	-0.040 / -0.273	eV
DFT total energy	-324.56031	Eh
energy above the lowest of the compared OMol25 structures with the same formula, charge and spin	431.0	kJ/mol
spin multiplicity	1

natural (NBO) population analysis, charges in e, atoms 1 to 8: number 1, C, carries -0.440; number 2, C, carries -0.602; number 3, C, carries -0.243; number 4, C, carries 0.122; number 5, N, carries -0.641; number 6, C, carries 0.605; number 7, O, carries -0.461; number 8, H, carries 0.342

***

# 3
Computed, not measured: one molecule with the formula C9H14N2O2 at a distorted geometry, with ωB97M-V with the def2-TZVPD basis set.

```
27
Properties=species:S:1:pos:R:3:forces:R:3
C 0.67515 0.13908 1.10657 -1.1 -0.9 1.1
C 1.44713 0.37496 2.13238 2.7 1.0 2.1
C -0.68643 -0.57655 1.25964 0.3 0.5 -0.2
C 0.66069 -1.70811 -1.14154 2.9 -1.6 -0.9
C -0.63427 -1.14793 -1.74420 -1.2 -1.1 3.1
C 1.78663 -0.63303 -0.95543 -2.4 0.5 -0.4
C -1.08093 0.09337 -0.93196 2.5 0.7 0.0
C 1.00453 0.46247 -0.23411 0.0 0.5 -2.7
C -2.54065 1.12580 0.79534 -1.1 -4.4 1.9
N -1.59793 0.04228 0.35041 -0.9 0.3 -2.9
N 1.32747 1.86025 -0.50586 -0.4 0.7 -1.1
O 1.99135 2.12995 -1.51452 -0.1 -0.6 0.7
O 0.79840 2.75736 0.15499 0.2 -0.8 0.3
H 2.48314 0.80010 2.08867 -1.0 -0.1 -0.9
H 1.32656 0.26149 3.21722 -1.1 -0.6 -0.5
H -0.59414 -1.68555 1.22322 -0.3 0.9 -0.2
H -1.10247 -0.24505 2.14368 -0.5 -0.2 2.7
H 0.59214 -2.31043 -0.20325 -0.6 0.6 -0.8
H 1.14081 -2.43632 -1.84611 -0.7 0.3 0.3
H -0.66383 -0.92492 -2.80169 0.5 0.0 -0.1
H -1.34521 -2.01185 -1.50857 0.3 1.3 -0.7
H 2.63611 -0.95257 -0.38054 0.3 -0.5 0.4
H 2.11983 -0.43033 -1.96328 0.1 0.8 -0.1
H -1.23607 0.97936 -1.57307 -0.7 -0.4 0.7
H -2.11484 2.01496 1.05118 1.7 2.3 1.0
H -3.26626 1.35760 0.05805 -0.6 -0.3 -1.0
H -3.12691 0.66362 1.72279 1.2 1.2 -1.9
```
Forces are in eV/Å.

net charge	0
HOMO-LUMO gap	0.3083	hartree
E_LUMO	0.202	eV
DFT total energy	-611.10059	Eh
energy above the lowest of the compared OMol25 structures with the same formula, charge and spin	693.2	kJ/mol
spin multiplicity	1

natural (NBO) population analysis, charges in e, atoms 1 to 8: number 1, C, carries -0.064; number 2, C, carries -0.342; number 3, C, carries -0.245; number 4, C, carries -0.395; number 5, C, carries -0.475; number 6, C, carries -0.430; number 7, C, carries 0.145; number 8, C, carries -0.036

***

# 4
Computed, not measured: C6H11O as an isolated structure at a distorted geometry, with ωB97M-V with the def2-TZVPD basis set.

```
18
Properties=species:S:1:pos:R:3:forces:R:3
C 2.11613 1.10899 2.58087 0.2 0.4 0.1
O 2.34779 2.33705 3.08813 0.0 -0.2 -0.1
C 0.79940 1.02962 1.74894 -0.4 0.2 0.3
C -1.14299 -1.96001 -0.72671 -0.4 -0.3 0.4
C -1.29068 -0.71523 -1.20643 0.4 0.4 -0.5
C -1.58238 0.58154 -1.21670 -0.7 -0.7 0.6
C -1.00444 -1.54117 -2.58518 0.1 0.1 -0.8
H 2.05256 0.32765 3.38387 -0.1 -0.2 -0.1
H 2.93312 0.72843 1.90063 0.0 0.0 0.0
H 0.85443 0.46681 0.80652 0.1 -0.1 0.1
H 0.51720 2.06052 1.52362 0.2 0.1 -0.2
H -0.16641 -2.26528 -0.36724 0.4 0.2 -0.1
H -0.03426 0.65570 2.35845 0.0 -0.2 -0.1
H -1.73082 1.10444 -2.14015 0.2 0.3 -0.2
H -1.93864 0.98812 -0.27362 0.3 0.3 -0.3
H -1.93646 -1.90650 -3.00602 0.2 -0.3 0.0
H -0.16811 -2.24818 -2.62626 -0.4 -0.3 0.2
H -0.62545 -0.75250 -3.24271 0.0 0.4 0.4
```
Forces are in eV/Å.

net charge	-1
HOMO-LUMO gap	0.1744	hartree
E_LUMO	2.842	eV
DFT total energy	-310.24276	Eh
energy above the lowest of the compared OMol25 structures with the same formula, charge and spin	456.9	kJ/mol
spin multiplicity	1

natural (NBO) population analysis, charges in e, atoms 1 to 8: number 1, C, carries -0.012; number 2, O, carries -0.959; number 3, C, carries -0.666; number 4, C, carries -0.182; number 5, C, carries -0.032; number 6, C, carries -0.523; number 7, C, carries -0.624; number 8, H, carries 0.059